No. 1
3 unconnected molecules or ions with the total composition C31H26FN3O8 at a distorted geometry, computed with wB97M-V/def2-TZVPD.

The geometry in XYZ format:
```
69
Properties=species:S:1:pos:R:3:forces:R:3
C 6.4150 -1.0728 1.8823 0.9467 0.8372 -0.1226
C 7.0895 -0.5351 0.4932 0.9082 -0.3941 2.2552
O 6.2058 -0.6983 -0.6667 -0.3373 3.6465 0.5051
C 5.7255 0.6354 -0.9739 -0.1655 0.9966 -0.8230
C 6.7595 1.5409 -1.7851 -3.7389 1.9829 0.9198
F 8.0394 1.0512 -2.1857 -3.5637 1.2842 1.2000
C 6.2862 2.9968 -2.1095 -1.0935 -2.6196 1.5169
C 4.8564 3.5292 -1.6561 0.4048 -2.0013 0.1650
O 4.5829 4.9002 -2.0232 0.3268 -2.6394 0.1322
C 3.8163 2.6376 -0.8610 3.1883 -1.4013 -1.1022
C 4.2980 1.1468 -0.5440 0.8511 2.1721 -1.1052
C 3.2284 0.2135 0.2410 1.1618 -2.6349 0.4517
O 3.5662 -0.9629 0.5598 -1.5983 4.4816 -1.1704
C 1.7359 0.7361 0.6113 -3.1773 1.0213 0.8421
C 0.6764 -0.2322 1.2971 -1.4775 3.2870 -0.4370
O 0.9491 -1.5989 1.6692 0.3555 3.6070 0.4621
N 0.9907 -2.4369 0.5926 -1.9481 -1.7327 -1.9748
O -0.0153 -2.4068 -0.0498 1.8647 0.3097 0.8020
C -0.7923 0.2898 1.6307 2.3389 2.5065 -1.6662
N -1.7536 -0.6674 2.2852 -2.2378 -0.6446 -4.2371
C -2.5408 -1.2064 1.3959 2.0971 -2.0977 -3.3433
O -3.0119 -1.8574 0.4238 2.5747 3.9894 6.3655
C -1.2440 1.7718 1.3331 2.8048 -1.7805 -0.3291
C -2.7606 2.1464 1.7179 -0.0472 -0.8411 0.0728
C -3.0430 2.0398 3.3294 0.8080 -1.0876 -0.6146
O -3.4057 3.3248 3.8942 0.4228 -1.2826 0.5080
C -0.1928 2.7570 0.6909 0.2044 -2.2299 0.8234
N -0.6233 4.1431 0.4634 1.5198 -1.4046 1.5570
C 1.2644 2.2332 0.3176 -0.4348 -1.9507 0.6416
C 2.3685 3.1881 -0.3868 -0.6258 2.4376 0.0186
O 2.1162 4.4208 -0.5419 0.7993 -4.5018 0.5764
H 6.2171 -2.2007 1.8766 0.0634 1.7953 -0.0983
H 7.2053 -0.8385 2.7036 -1.2475 -0.5333 -1.3429
H 5.4926 -0.4378 2.1576 1.3421 -1.3105 -0.6151
H 7.3639 0.5694 0.7049 -0.5802 -1.6812 -0.6960
H 8.1078 -1.0736 0.3283 -1.9816 0.6807 -0.0639
H 7.0252 3.6721 -2.6908 -1.6603 -1.1034 1.1443
H 4.0691 4.9364 -2.8644 0.3897 -0.3097 0.9664
H -3.4289 1.3242 1.2417 1.1193 1.4852 0.6027
H -3.1309 3.1411 1.2841 0.7463 -1.4177 0.7513
H -2.0662 1.6328 3.7891 -1.4694 0.7208 -0.5089
H -3.8421 1.2132 3.4951 1.0601 1.6078 -0.2114
H -3.3372 3.2362 4.8791 -0.1198 0.1162 -1.3611
H -1.4846 4.3847 0.9770 0.4713 -0.6975 -0.4038
H 0.0998 4.7847 0.8634 -0.5126 -0.7139 -1.0627
C -1.0132 -3.8067 -2.6227 -0.0553 -0.0623 -0.1003
C 0.1870 -3.3239 -3.1360 -0.0358 -0.0686 -0.0629
C 0.7060 -3.8560 -4.3128 -0.1198 -0.0325 0.0240
C 0.0190 -4.8652 -4.9823 -0.0281 0.0456 0.0901
C -1.1831 -5.3455 -4.4712 0.0407 0.0401 0.0367
C -1.6974 -4.8197 -3.2893 0.1259 0.0682 -0.0700
H -1.4156 -3.3943 -1.7041 0.0397 -0.0681 -0.1426
H 0.7190 -2.5325 -2.6177 -0.0483 -0.1030 -0.0384
H 1.6452 -3.4839 -4.7090 -0.0834 -0.0268 0.0325
H 0.4211 -5.2769 -5.9025 -0.0359 0.0314 0.0856
H -1.7194 -6.1313 -4.9942 0.0592 0.0707 0.0539
H -2.6318 -5.1982 -2.8882 0.0728 0.0385 -0.0357
C -6.2807 -0.2069 0.1337 -0.0468 0.0280 0.1104
C -7.4770 0.4795 0.3222 0.0275 -0.0352 0.0465
C -8.1918 0.3218 1.5062 0.1088 -0.0579 0.0023
C -7.7052 -0.5154 2.5067 0.0412 0.0230 -0.0610
C -6.5070 -1.1991 2.3198 -0.0896 0.1215 -0.0625
C -5.7963 -1.0487 1.1317 -0.0587 -0.0239 0.1255
H -5.7253 -0.0864 -0.7912 -0.0424 -0.0305 0.0689
H -7.8530 1.1375 -0.4549 0.0273 -0.0738 0.0738
H -9.1276 0.8519 1.6501 0.0887 -0.0413 -0.0105
H -8.2601 -0.6346 3.4317 0.0438 0.0098 -0.0879
H -6.1269 -1.8507 3.1007 -0.0482 0.0403 -0.0763
H -4.8641 -1.5859 0.9833 -0.7359 0.1531 0.0077
```
Positions in Å, forces in eV/Å.

Computed properties:
Total charge: 0
HOMO-LUMO gap, eV: 7.075
SMILES string: CCOc1c(F)cc(O)c2c1C(=O)c1c(ON=O)c(N=C=O)c(CCO)c(N)c1C2=O.c1ccccc1.c1ccccc1

---

No. 2
C4H2N4O2S in the gas phase at a distorted geometry, computed with wB97M-V/def2-TZVPD.

The geometry in XYZ format:
```
13
Properties=species:S:1:pos:R:3:forces:R:3
C 1.5092 -0.9798 -0.0085 -2.6712 -2.0700 -0.6249
C 2.1436 1.1495 0.1443 0.6590 3.0805 0.2819
C 0.1594 -0.6149 0.2848 3.4799 1.5632 0.5554
C 0.0417 0.7270 0.4973 -1.7095 0.0764 -0.7934
N 2.4304 -0.1005 -0.0126 2.1490 0.9466 -0.3039
N 0.8759 1.6737 0.3193 1.6867 -0.8762 0.1264
N -0.8241 -1.5365 0.4674 -1.8463 -1.5184 -1.4064
N -1.9266 -1.4005 -0.0082 -0.6728 -1.8817 1.2470
O -3.2809 0.3791 -1.6919 1.1376 -0.9743 1.5259
O -3.3636 0.5368 0.7619 -1.1191 -0.1811 1.7476
S -2.6126 0.2416 -0.3925 0.9199 2.6484 -3.1632
H 1.8161 -1.9272 -0.4652 -0.5610 -0.2142 0.6496
H 3.0314 1.8515 0.1039 -1.4522 -0.5991 0.1580
```
Positions in Å, forces in eV/Å.

Computed properties:
Total charge: 0
HOMO-LUMO gap (spin up / spin down), eV: 7.132 / 7.489
Energy above the lowest of the compared OMol25 structures with the same formula, charge and spin, kcal/mol: 20.2